No. 1
66
Properties=species:S:1:pos:R:3:forces:R:3 method="wB97M-V/def2-TZVPD" e_above_lowest_ev=1.4667 gap_ev=8.381 e_tot_ha=-1893.85686 lumo_ev=0.5
C -2.584952 -3.021457 1.634719 -0.01 -0.04 -0.46
C -2.474931 -3.648803 0.248544 0.03 -0.35 0.54
O -2.775884 -2.723676 -0.780022 0.18 0.15 -0.35
C -1.938186 -1.673711 -1.054398 0.03 0.09 -0.01
C -2.578870 -0.501802 -1.443319 0.15 -0.13 -0.05
C -1.874306 0.606999 -1.859995 0.08 -0.11 -0.02
C -0.486040 0.592438 -1.875800 -0.18 0.07 -0.06
C 0.163609 -0.564973 -1.472216 0.05 -0.05 0.04
C -0.533174 -1.705638 -1.081116 -0.20 -0.19 0.07
O 0.092417 -2.869480 -0.707709 -0.54 0.22 0.03
C 1.432649 -3.109664 -1.113548 0.46 -0.07 -0.27
C 1.562701 -3.291551 -2.621216 -0.19 0.05 0.35
H 2.593588 -3.528917 -2.867589 0.12 -0.02 -0.06
H 0.918817 -4.101092 -2.958682 -0.03 -0.07 -0.06
H 1.276530 -2.382987 -3.145320 0.03 0.05 -0.09
H 1.693069 -4.042964 -0.604835 0.02 0.13 -0.03
H 2.105611 -2.324890 -0.755359 -0.14 -0.12 0.03
H 1.240057 -0.604734 -1.472818 0.21 -0.03 0.00
C 0.228395 1.831240 -2.363943 0.24 -0.04 -0.07
H -0.145948 2.060700 -3.365419 0.02 0.04 0.03
H -0.050733 2.667903 -1.716221 0.02 0.04 -0.09
C 1.747235 1.747043 -2.433477 -0.02 0.22 -0.19
N 2.323739 1.734932 -1.108766 -0.47 0.12 -0.09
C 3.596503 2.088619 -0.867025 -0.13 -0.09 0.35
O 4.344045 2.580206 -1.686896 0.28 0.07 -0.22
C 4.002454 1.801773 0.565588 0.27 -0.33 0.09
H 4.947498 2.282971 0.805172 0.01 0.05 -0.07
H 3.211473 2.092194 1.252114 0.05 0.02 -0.02
S 4.293082 -0.032049 0.726975 0.27 0.81 1.27
O 3.377718 -0.690101 -0.210019 -0.50 -0.74 -0.81
C 3.443613 -0.212540 2.400658 0.28 -0.02 -0.58
C 1.985860 -0.156741 2.199718 -0.68 -0.92 0.11
C 1.052834 -1.157791 2.241397 1.17 0.26 0.14
O -0.149199 -0.604174 1.941815 -0.33 0.10 -0.03
C 0.094577 0.698312 1.701257 1.14 0.11 0.15
N 1.353356 1.006653 1.843982 -0.79 0.45 -0.10
C -0.965673 1.600226 1.319731 -0.63 0.14 -0.07
C -0.659646 2.908948 0.947382 0.03 -0.23 0.12
C -1.665992 3.770295 0.561933 -0.05 -0.03 -0.02
C -2.993522 3.355544 0.541429 0.02 -0.10 -0.01
C -3.290708 2.052337 0.927072 0.01 0.13 0.02
C -2.294493 1.179590 1.310423 0.23 0.07 0.13
H -2.536578 0.169659 1.600715 -0.03 -0.14 0.00
H -4.318017 1.718651 0.919520 -0.13 -0.05 -0.02
C -4.086641 4.293520 0.134000 -0.02 0.02 0.07
H -4.841778 3.774125 -0.452048 -0.08 0.02 -0.06
H -3.693030 5.122426 -0.448917 -0.03 0.07 -0.05
H -4.574868 4.702507 1.019166 -0.07 0.07 0.00
H -1.420046 4.780961 0.268612 0.03 0.10 -0.04
H 0.369805 3.231291 0.964073 0.12 0.05 -0.02
C 1.122590 -2.607880 2.534263 -0.33 0.18 -0.04
H 2.157928 -2.918780 2.634590 0.06 -0.02 0.01
H 0.585771 -2.838329 3.454618 0.02 -0.08 0.07
H 0.657609 -3.162867 1.721159 0.02 -0.11 -0.06
H 3.813262 0.593227 3.028617 0.06 0.04 0.13
H 3.748588 -1.176332 2.801834 0.11 0.01 -0.01
H 1.800046 1.265670 -0.384774 0.18 0.01 0.10
H 2.155210 2.618982 -2.952990 -0.09 -0.16 0.00
H 2.056207 0.855225 -2.993437 0.02 0.07 -0.01
H -2.404743 1.494240 -2.171995 -0.08 0.13 -0.03
H -3.657604 -0.500038 -1.434990 -0.15 -0.03 0.03
H -1.484631 -4.088913 0.108040 -0.23 0.03 -0.02
H -3.231024 -4.430369 0.127272 0.13 0.07 0.03
H -1.845899 -2.232645 1.746839 0.05 0.05 0.07
H -3.576423 -2.595715 1.774946 -0.09 0.03 0.06
H -2.414897 -3.777818 2.396709 0.03 -0.07 0.12

=====

No. 2
119
Properties=species:S:1:pos:R:3:forces:R:3 method="wB97M-V/def2-TZVPD" s_squared=3.7517 total_charge=+1 e_above_lowest_ev=0.0000 gap_ev="8.248 / 8.944" e_tot_ha=-4403.93355 lumo_ev="-1.9 / -1.9" multiplicity=4
V -0.309147 -0.513976 0.337683 1.04 -0.45 0.54
O 0.993041 0.547245 -4.138116 0.23 0.13 0.14
C -0.196326 0.669274 -4.081590 -0.73 -0.57 -0.36
O -0.964865 1.479331 -4.782176 0.56 0.23 0.16
B -2.366642 1.297496 -4.401565 -0.82 0.10 -0.23
O -2.351992 0.337298 -3.277939 -0.17 -0.33 -0.26
C -1.155172 -0.172467 -3.181751 0.49 1.19 0.23
O -0.806341 -1.027369 -2.426642 0.27 -0.86 0.27
O -3.162191 0.775980 -5.527957 0.32 -0.05 0.26
C -4.142151 1.626369 -5.799063 0.57 0.34 0.49
O -4.926868 1.567514 -6.675811 -0.89 -0.34 -0.94
C -4.063845 2.774442 -4.781555 0.06 0.01 -0.05
O -3.032179 2.535862 -3.978847 0.54 -0.06 0.21
O -4.791179 3.711722 -4.724172 -0.30 0.37 0.15
C 1.357934 -3.151726 5.466443 0.60 0.46 0.07
C -0.044625 -3.121623 4.905347 0.21 0.10 0.71
O -0.170206 -2.028277 3.976480 0.25 -0.21 -0.49
C -1.290919 -1.905015 3.263952 0.67 0.09 0.08
O -1.301995 -1.269468 2.241389 -0.58 0.22 -0.06
O -2.311257 -2.521119 3.818109 -0.21 -0.30 0.47
C -3.651152 -2.291215 3.355851 0.17 0.24 -0.64
H 2.093794 -3.609968 4.804319 -0.14 -0.06 -0.09
H 1.383636 -3.678153 6.419998 -0.14 -0.22 -0.11
H 1.732991 -2.149898 5.694850 -0.22 0.06 -0.09
H -0.732423 -2.929409 5.726542 -0.24 -0.33 -0.12
H -0.241108 -4.066501 4.401185 -0.40 0.07 0.01
H -3.655736 -2.103383 2.281675 0.06 -0.03 0.06
H -4.055879 -1.419755 3.866381 -0.05 -0.10 0.10
H -4.211768 -3.192499 3.574660 -0.02 0.04 0.14
C -0.113739 5.298586 -2.710377 0.48 0.11 0.26
C -1.118780 4.774678 -1.714651 0.81 0.19 0.64
O -0.650833 3.472510 -1.252688 0.05 -0.14 -0.48
C -1.451829 2.660732 -0.585380 0.49 -0.12 -0.38
O -1.141790 1.504770 -0.397262 -0.53 0.15 -0.25
O -2.534553 3.269515 -0.161593 -0.03 0.28 0.14
C -3.513517 2.576678 0.590455 -1.17 -0.08 0.34
H 0.132493 4.609056 -3.517033 -0.40 0.06 -0.14
H 0.829314 5.518212 -2.198493 -0.09 -0.10 0.06
H -0.459643 6.265601 -3.075323 -0.12 -0.17 -0.30
H -2.126407 4.699218 -2.089249 -0.23 -0.09 -0.16
H -1.055427 5.434269 -0.843156 -0.54 -0.03 -0.05
H -3.223532 1.599130 0.966279 0.45 0.07 -0.16
H -4.406432 2.458273 -0.020027 0.14 -0.13 -0.24
H -3.817552 3.229306 1.407906 0.31 0.00 0.10
C 4.507695 1.510153 3.168675 -0.52 0.28 0.36
C 4.319234 0.043859 2.863923 1.24 -0.02 0.31
O 2.978892 -0.086320 2.378173 -0.22 0.29 -0.23
C 2.504666 -1.246129 1.971723 0.24 0.04 0.43
O 1.396219 -1.362945 1.529062 -0.57 -0.39 -0.50
O 3.358197 -2.231666 2.163893 0.54 -0.14 0.30
C 3.019147 -3.536603 1.731562 -0.55 -0.78 -0.76
H 4.157482 2.119892 2.336625 0.11 -0.06 -0.13
H 5.528846 1.801930 3.404339 0.11 -0.31 -0.08
H 3.891607 1.779847 4.030038 0.01 0.05 -0.01
H 4.487119 -0.592849 3.736008 -0.36 0.14 0.11
H 5.072369 -0.307163 2.152760 -0.43 0.05 -0.41
H 2.136483 -3.956671 2.218310 0.03 0.38 0.29
H 3.866059 -4.188068 1.921204 0.15 0.23 0.14
H 2.804085 -3.554551 0.659730 0.15 0.20 0.03
C -5.907633 0.919930 -2.259079 1.32 0.85 0.32
C -5.453268 -0.433443 -1.756951 -1.11 -0.14 0.18
O -4.281479 -0.230100 -0.938477 0.12 0.72 0.38
C -3.569027 -1.230576 -0.491021 -0.01 -0.23 -1.25
O -2.434356 -1.117264 -0.098161 -0.34 0.25 0.44
O -4.197248 -2.393051 -0.618041 -0.61 -0.31 0.30
C -3.443115 -3.557190 -0.331147 1.41 -0.41 -0.15
H -6.360228 1.492411 -1.446671 -0.44 -0.25 -0.09
H -6.540899 0.908806 -3.139216 -0.15 -0.24 0.06
H -5.023083 1.530086 -2.478548 -0.03 -0.23 -0.40
H -5.228141 -1.181786 -2.510882 0.08 0.21 -0.23
H -6.276843 -0.803957 -1.141339 0.31 -0.43 0.13
H -2.797289 -3.784825 -1.185047 -0.17 0.04 -0.07
H -4.074415 -4.418585 -0.145687 -0.45 0.31 0.03
H -2.751015 -3.394756 0.498256 -0.26 0.04 0.12
C 2.776058 4.732925 2.141930 0.46 -0.69 0.06
C 1.383534 4.382390 1.668679 -0.07 1.07 0.99
O 1.217665 3.005794 1.322845 0.08 -0.07 -1.12
C 0.728859 2.121402 2.163570 -0.16 0.80 0.48
O 0.104137 1.159847 1.818145 -0.05 -1.03 0.01
O 0.946747 2.455699 3.420016 0.66 0.38 0.45
C 0.549504 1.557881 4.446549 -1.14 -0.60 -0.02
H 3.511694 4.441280 1.388027 -0.03 0.20 -0.09
H 3.053499 4.191120 3.047076 -0.20 0.03 0.07
H 2.882356 5.795184 2.351517 -0.15 0.06 -0.14
H 1.141857 5.006883 0.809202 -0.07 -0.54 -0.38
H 0.645917 4.643562 2.429779 0.04 -0.09 0.05
H -0.536660 1.429861 4.413534 0.03 0.10 0.01
H 0.806778 2.002936 5.399739 0.29 0.07 -0.07
H 0.959267 0.556865 4.314319 0.36 0.17 -0.05
C 3.207304 3.421707 -2.515439 -0.33 -0.14 -0.32
C 2.392689 2.362921 -1.791171 -0.58 1.53 -0.76
O 3.060678 1.110306 -1.957919 0.54 0.26 0.32
C 2.518862 0.061077 -1.405395 0.03 0.19 -0.61
O 1.480501 0.059887 -0.799065 -0.88 0.09 0.53
O 3.218130 -1.044758 -1.571412 0.33 -0.45 0.45
C 4.363649 -1.040022 -2.428717 0.68 -0.01 -0.35
H 3.227268 3.140365 -3.570435 0.59 -0.05 0.05
H 4.188900 3.585478 -2.074762 0.13 -0.17 -0.22
H 2.688599 4.381749 -2.531095 -0.12 -0.11 0.38
H 1.433347 2.320276 -2.304056 -0.11 -0.32 0.26
H 2.215169 2.658417 -0.758760 0.16 -0.65 0.16
H 4.024913 -1.325358 -3.421020 0.15 0.11 -0.12
H 5.108990 -1.745065 -2.063683 -0.47 -0.37 0.19
H 4.894816 -0.092701 -2.445156 -0.41 0.20 -0.09
C 2.527738 -4.338795 -3.059260 0.93 0.80 -0.14
C 1.350232 -3.652005 -2.410953 0.21 -0.05 -0.37
O 1.063746 -4.349334 -1.171323 0.05 -0.46 -0.28
C 0.262882 -3.739545 -0.332117 0.54 -0.45 0.14
O -0.107794 -2.611076 -0.441804 -0.49 1.17 0.13
O -0.072910 -4.482962 0.711418 -0.18 -0.08 0.53
C 0.280803 -5.862843 0.744405 0.03 -0.87 0.51
H 2.561404 -5.421917 -3.128863 -0.50 -0.04 0.09
H 3.431380 -4.008951 -2.533895 -0.03 -0.32 0.19
H 2.687996 -3.915525 -4.054339 -0.33 -0.16 -0.10
H 0.443982 -3.627451 -3.015649 0.01 -0.14 0.06
H 1.637185 -2.627516 -2.188360 -0.27 0.02 0.09
H 1.321632 -6.064075 0.500798 -0.06 0.24 -0.40
H -0.404732 -6.450650 0.135864 0.19 0.09 -0.29
H 0.158166 -6.224924 1.766135 -0.21 0.41 0.07

=====

No. 3
11
Properties=species:S:1:pos:R:3:forces:R:3 method="wB97M-V/def2-TZVPD" total_charge=-1 e_above_lowest_ev=1.9434 gap_ev=7.151 e_tot_ha=-553.79253 lumo_ev=4.0
C -0.480892 1.663738 -1.146383 -0.63 -0.46 0.40
S -0.826679 0.138338 -2.072758 0.55 -0.63 0.95
H -1.149476 1.684945 -0.280045 -0.27 0.33 -0.25
H 0.498890 1.588975 -0.662575 0.17 0.43 -0.75
H -0.699918 2.481934 -1.839634 0.54 0.24 0.55
H -0.115396 -0.604098 -0.906359 0.46 -0.47 -0.09
C 0.519950 -1.335833 1.395598 0.65 -1.60 -0.38
O 0.896285 -1.185412 0.088064 -0.06 0.55 -0.71
H -0.480994 -1.792843 1.382218 -0.72 0.97 0.90
H 1.043474 -2.148053 1.998912 0.35 0.02 -0.75
H 0.794757 -0.491692 2.042961 -1.05 0.61 0.13